(1)
Formula: C24H33BF3N3O3OsS2Te
Source: the Open Molecules 2025 dataset
Level of theory: ωB97M-V/def2-TZVPD

The geometry in XYZ format:
```
71
Properties=species:S:1:pos:R:3:forces:R:3:lowdin_spin:R:1
Os -0.7947 0.6463 0.4402 -0.6474 -0.1228 -0.6083 2.475
F -5.6088 -1.2681 1.0908 0.2509 0.1261 -0.0415 0.001
C -4.8654 -2.1537 1.7816 -0.7945 -0.2102 -0.2905 0.000
F -4.5787 -3.1654 0.9488 0.2192 0.0752 -0.0329 0.001
F -5.7077 -2.6665 2.7009 0.1076 -0.0544 0.4031 0.000
C -3.6556 -1.5417 2.4079 0.0226 -0.0949 1.0048 0.005
C -3.5390 -1.4698 3.7934 0.1777 0.0826 -0.8655 0.009
C -2.4046 -0.8736 4.3408 -0.0482 -0.0934 0.0315 0.007
C -1.4213 -0.4127 3.4945 0.1534 0.0683 -0.1265 0.014
N -1.5203 -0.4687 2.1575 -0.7500 -0.3580 0.7331 0.048
C -2.6424 -1.0071 1.5982 0.0038 -0.1471 -0.1895 0.021
S -2.6890 -0.9004 -0.1105 0.1528 0.2038 0.0617 0.046
H -4.3081 -1.8690 4.4353 -0.1265 -0.0279 -0.0214 0.000
H -2.2965 -0.7948 5.4109 0.1251 -0.0047 0.0599 0.001
H -0.5085 0.0207 3.8827 0.0465 0.0916 -0.0683 0.001
C 1.8808 -3.4519 0.7720 -0.3954 0.0262 0.0008 0.027
Te 0.8458 -1.9998 -0.5216 0.9858 -0.5555 0.7997 0.129
C 2.4764 -0.7515 0.1854 -0.3833 0.0574 -0.1565 0.015
C 3.5880 -1.6587 0.5923 0.0743 -0.2079 -0.0365 0.002
C 4.8892 -1.1948 0.7031 0.0836 -0.0345 -0.0200 0.000
C 5.9194 -2.0574 1.0322 0.0763 0.0180 -0.0120 0.001
C 5.6492 -3.3941 1.2712 -0.0348 -0.1071 0.0398 0.000
C 4.3424 -3.8528 1.2100 0.0246 -0.0275 0.0006 0.002
C 3.3043 -2.9952 0.8683 0.0739 0.1545 -0.1016 0.005
H 1.8187 -4.4510 0.3403 -0.0904 0.0617 -0.0588 0.002
H 1.4289 -3.4937 1.7656 -0.0940 0.0688 -0.0566 0.001
H 2.1146 -0.1853 1.0443 -0.1290 0.0012 -0.0962 0.007
H 2.7705 -0.0523 -0.5926 -0.0314 0.0442 -0.0832 0.001
H 5.1029 -0.1558 0.5057 0.0360 0.1797 -0.0679 0.000
H 6.9314 -1.6860 1.0796 0.1322 0.0140 0.0226 0.000
H 6.4521 -4.0851 1.4903 0.0226 0.0089 0.0682 0.000
H 4.1268 -4.8921 1.4186 -0.0167 -0.0848 -0.0264 0.000
C -0.1310 2.4529 -4.4517 -0.1844 -0.2583 0.2548 0.000
C -0.9217 1.3050 -3.8195 0.2305 0.0974 -0.4944 0.002
C -2.2636 1.1529 -4.5344 0.2752 0.0628 0.3177 0.000
O -1.1708 1.6864 -2.4630 -0.6449 0.6663 -0.0303 0.010
B -0.4857 0.9034 -1.5952 0.3649 -0.7941 -0.1877 0.053
O 0.2458 -0.0566 -2.2885 0.3360 0.3381 -0.2278 0.004
C -0.0941 -0.0307 -3.6849 -0.0986 -0.2394 -0.3730 0.000
C 1.1958 -0.0887 -4.5019 -0.2541 0.0565 0.3277 0.001
C -0.9090 -1.2960 -3.9754 0.1997 0.2299 0.2429 0.000
H -0.7352 3.3544 -4.4075 -0.0767 0.1012 -0.0106 0.000
H 0.1191 2.2458 -5.4867 0.0722 -0.0139 -0.1738 0.000
H 0.7765 2.6306 -3.8831 0.1828 0.0530 0.0018 0.000
H -2.7726 2.1127 -4.5308 -0.0348 0.1201 -0.0374 0.000
H -2.9020 0.4397 -4.0238 -0.0639 -0.1048 0.0174 0.000
H -2.1171 0.8362 -5.5632 -0.0029 -0.0423 -0.1479 0.000
H 1.8688 0.7187 -4.2339 0.0882 0.1092 -0.0179 0.000
H 0.9782 -0.0400 -5.5656 0.0024 0.0079 -0.1407 0.000
H 1.6952 -1.0316 -4.2897 0.0465 -0.0738 -0.0097 0.001
H -1.7983 -1.3349 -3.3510 -0.1185 -0.0274 0.0113 0.000
H -0.2968 -2.1667 -3.7379 0.0078 0.0069 -0.0238 0.000
H -1.1927 -1.3410 -5.0235 -0.0836 -0.0431 -0.0880 0.000
C 2.4226 2.1403 2.5301 0.0435 0.0496 0.0645 0.015
O 1.0825 1.8091 2.2046 0.0471 -0.2121 0.2774 0.201
C 0.5543 2.0896 0.9415 0.2378 0.8235 0.1032 0.553
C 1.3184 3.0603 0.0858 -0.2045 -0.3068 0.3358 0.090
H 2.5731 3.2219 2.5986 -0.0326 -0.0548 -0.0635 0.004
H 3.1252 1.7226 1.8058 0.0307 0.0122 -0.0045 0.003
H 2.6084 1.7038 3.5115 0.0634 -0.0042 -0.0732 0.000
H 1.6937 3.9113 0.6608 -0.0454 0.0813 -0.0765 0.007
H 0.6502 3.4210 -0.6933 0.0127 0.0829 -0.0758 0.005
H 2.1772 2.5870 -0.4035 0.1430 0.0008 -0.1091 0.029
N -4.1732 2.2806 2.8764 0.1336 0.0686 0.3195 0.016
C -3.0559 2.5153 2.1622 0.0889 0.2639 -0.0683 0.027
N -1.9142 2.8072 2.8090 -0.1373 -0.1080 0.2368 0.024
S -3.1014 2.4757 0.4910 0.1833 -0.1692 -0.3303 0.114
H -4.2154 2.4605 3.8657 0.0095 -0.0090 -0.0085 0.001
H -5.0359 2.1697 2.3731 0.0462 -0.0307 -0.0481 0.002
H -1.8386 2.6968 3.8090 0.0041 -0.0532 -0.1003 0.001
H -1.0609 2.7569 2.2450 -0.0951 0.1613 0.1451 0.019
```
Forces are in eV/Å.

Summary:
**Spin multiplicity**: 5
**Largest force on an atom**: 1.386 eV/A
**Orbital gap (alpha / beta)**: 5.816 / 6.986 eV

---

(2)
Formula: C24H33BeN3O3PSe2
Source: the Open Molecules 2025 dataset
Level of theory: ωB97M-V/def2-TZVPD

The geometry in XYZ format:
```
67
Properties=species:S:1:pos:R:3:forces:R:3:nbo_charge:R:1
Be -0.5983 -0.6666 -0.0218 1.1521 0.2445 0.8862 1.492
C -4.6357 0.2471 5.0012 0.1364 -0.6828 0.8957 -0.777
Se -2.9187 -0.3482 4.1994 -0.2911 0.1234 -0.1249 0.239
C -3.4517 -1.6451 2.8128 0.1982 -0.0391 0.2216 -0.590
C -4.0231 -1.0329 1.5376 -0.2113 1.0436 0.5099 -0.539
Se -2.8548 -0.8852 -0.0643 -0.7431 -1.5641 0.2166 0.219
C -2.7222 -2.8533 -0.2445 0.7583 -0.5234 -0.7645 -0.768
H -4.6508 -0.2313 6.0094 -0.2050 0.3616 -0.8630 0.238
H -5.5197 -0.0645 4.4314 0.3979 0.0688 0.0322 0.230
H -4.6395 1.3294 5.1500 0.1311 -0.1912 -0.2956 0.236
H -4.1711 -2.3354 3.2639 0.2180 0.0268 -0.1445 0.245
H -2.5102 -2.1709 2.6330 -0.2149 -0.1604 0.0630 0.239
H -4.2739 0.0005 1.7826 -0.1010 0.0422 -0.3181 0.242
H -4.9664 -1.5052 1.2151 0.6498 -0.0241 -0.2254 0.247
H -3.7256 -3.2490 -0.3489 -0.1950 0.1015 0.0733 0.236
H -2.1999 -3.3687 0.6030 -0.3240 0.8458 -0.7825 0.251
H -2.1962 -3.0499 -1.2143 -0.2906 0.0839 1.0531 0.251
O 0.0048 -0.2386 -1.5359 -1.0001 -0.1688 0.8140 -0.862
C 1.0656 -1.1405 -1.9749 0.1676 0.3994 -0.3015 0.072
C 1.2972 -1.9787 -0.7254 2.8450 -1.6614 1.0104 0.760
O 2.3245 -2.6670 -0.6793 -2.4132 1.2479 0.0485 -0.577
O 0.3924 -1.8649 0.2281 -0.3357 0.3280 -0.8110 -0.952
C 2.2747 -0.3323 -2.4248 0.1659 0.0116 0.5472 -0.014
C 3.1389 0.1628 -1.4677 1.5172 0.9126 1.0787 -0.222
C 4.2263 0.9977 -1.8022 -1.1688 -0.6105 -1.8727 -0.198
C 4.4956 1.2340 -3.1901 0.2761 0.1909 1.6787 -0.177
C 3.7223 0.6036 -4.1567 -0.1478 0.5126 0.1673 -0.213
C 2.5717 -0.0799 -3.7524 0.0028 0.0932 -0.7326 -0.201
C 0.5832 -2.0330 -3.0576 -0.8419 -1.4123 -1.5050 -0.001
C 1.5361 -2.7750 -3.7639 0.0812 -0.0700 -0.1525 -0.194
C 1.2093 -3.5507 -4.8742 0.0977 0.0669 0.3978 -0.202
C -0.1059 -3.6304 -5.3061 -0.0641 0.4870 0.4558 -0.191
C -1.0872 -2.9450 -4.5853 0.7995 -0.5610 0.2668 -0.198
C -0.7586 -2.2170 -3.4371 0.0327 0.3303 0.0606 -0.248
H -0.1045 0.5619 -2.0384 0.1050 0.4234 -0.5838 0.536
H 3.0341 -0.0662 -0.3935 -0.1644 -0.1108 -0.6926 0.216
H 4.8114 1.4486 -1.0223 0.2553 0.0710 0.0678 0.224
H 5.2936 1.9554 -3.4329 -0.3393 -0.7240 -0.0984 0.231
H 3.9772 0.7042 -5.2217 -0.3348 0.0382 0.5861 0.234
H 1.8846 -0.4095 -4.5134 0.0394 -0.2266 -0.1838 0.228
H 2.5679 -2.7285 -3.4415 0.0033 -0.0145 -0.0494 0.239
H 2.0026 -4.0887 -5.3819 -0.1219 0.0153 0.0259 0.229
H -0.3753 -4.2327 -6.1616 -0.0129 0.0523 -0.0649 0.228
H -2.0974 -3.0798 -4.9066 -0.5804 0.1829 0.1008 0.221
H -1.5706 -1.8100 -2.8278 0.2708 0.2294 -0.3924 0.197
C 0.3420 4.0853 1.7390 -0.2890 0.8291 -0.5005 -0.076
N 1.4724 3.3011 1.2498 0.4588 -0.4558 0.6547 -0.460
C 2.2226 2.8751 2.4437 0.5318 0.8162 0.8470 -0.091
N 1.4252 2.1534 3.4819 -0.4859 0.2711 -0.9942 -0.443
C 0.2023 2.9471 3.8269 1.3051 0.1461 -0.3061 -0.078
N -0.5608 3.3869 2.6652 0.4328 0.5130 -0.4901 -0.455
C -1.2770 2.3210 1.9771 0.5448 0.0749 0.5159 -0.511
P -0.0493 1.0412 1.3931 0.1899 -0.3223 -0.2228 0.540
C 1.1155 2.1371 0.4122 -0.7564 0.7107 0.4424 -0.505
C 1.0419 0.8589 2.9536 -0.8452 -0.3612 0.2387 -0.465
H -0.2251 4.3929 0.8379 0.0533 0.0757 0.6064 0.200
H 0.7474 4.9926 2.2600 -0.3394 -0.7802 -0.5201 0.218
H 2.6265 3.7748 2.9625 -0.4334 -0.3450 -0.4992 0.216
H 3.1245 2.3178 2.1431 -0.5392 -0.2504 0.1613 0.208
H 0.5679 3.8311 4.3569 -0.1888 0.0134 -0.0772 0.213
H -0.3821 2.3542 4.5167 -0.3656 -0.1413 0.0296 0.208
H -1.8860 2.7212 1.1604 0.2216 -0.0032 -0.0560 0.228
H -1.9531 1.9250 2.7197 -0.2705 -0.6573 -0.0485 0.252
H 0.6736 2.4420 -0.5676 0.1121 0.0415 0.7849 0.220
H 2.0183 1.5947 0.1529 0.0382 -0.0584 0.1538 0.249
H 1.9530 0.3516 2.6895 0.2845 -0.4984 -0.4044 0.234
H 0.5437 0.2242 3.7272 0.1402 0.5917 -0.6144 0.241
```
Forces are in eV/Å.

Summary:
**Spin multiplicity**: 1
**Largest force on an atom**: 3.446 eV/A
**Orbital gap**: 8.674 eV
**Energy relative to the best compared isomer or geometry (same formula, charge and spin)**: 53.3 kJ/mol
**Net charge**: +1